No. 1
Entry from the Open Molecules 2025 dataset: a cluster of 2 separate species, C2H3N3O2 in total at a distorted geometry (ωB97M-V with the def2-TZVPD basis set).

## Properties
HOMO energy = -8.516 eV
total energy = -10681.3394 eV

Structure (ORCA input):
```
! RIJCOSX wB97M-V def2-TZVPD def2/J DEFGRID3
* xyz 0 1
C 2.2312 0.2499 -0.3987
C -1.5690 -0.6872 0.1797
N -1.4175 -1.8504 0.1385
N 1.7625 1.1558 0.1215
N -1.3811 0.5637 -0.0395
O 1.3498 2.2276 0.4074
O -1.4203 -3.0815 0.1693
H 2.5845 -0.6967 -0.7120
H -0.6239 0.9398 -0.6301
H -1.5163 1.1791 0.7639
*
```

---

No. 2
Entry from the Open Molecules 2025 dataset: a structure of composition C2H3N3O3 at a distorted geometry (ωB97M-V with the def2-TZVPD basis set).

## Properties
HOMO energy = -10.076 eV
total energy = -12727.4022 eV

Structure (ORCA input):
```
! RIJCOSX wB97M-V def2-TZVPD def2/J DEFGRID3
* xyz 0 1
C 0.2123 1.1913 -0.9126
C -0.2028 -0.9028 -1.1414
H -0.4602 1.6342 2.1821
H -0.0939 2.2834 -0.9969
H 0.2152 -2.4055 1.3578
N 0.6236 0.8210 0.4156
N -0.5192 0.4129 -1.6625
N 0.5426 -0.5842 0.0771
O -0.7608 1.0017 1.2519
O -0.6463 -1.8831 -1.6338
O 1.0896 -1.5688 1.0628
*
```

---

No. 3
Entry from the Open Molecules 2025 dataset: an isolated molecule of C2H3N3O3 at a distorted geometry (ωB97M-V with the def2-TZVPD basis set).

## Properties
HOMO energy = -8.975 eV
total energy = -12729.5965 eV

Structure (ORCA input):
```
! RIJCOSX wB97M-V def2-TZVPD def2/J DEFGRID3
* xyz 0 1
O -2.5526 -0.3679 0.1999
N -1.5222 -1.1553 -0.2175
C -0.3443 -0.7058 0.0150
O 0.7606 -1.5378 0.0486
C 1.8957 -0.7446 -0.0898
N 1.6392 0.5276 0.0705
N 0.2306 0.5092 0.3367
O -0.3388 1.5905 -0.2553
H -2.3037 0.5391 -0.3563
H 2.8767 -1.0751 -0.0992
H -0.3413 2.4202 0.3474
*
```

---

No. 4
Entry from the Open Molecules 2025 dataset: a structure of composition C2H3N3O3S at a distorted geometry (ωB97M-V with the def2-TZVPD basis set).

## Properties
HOMO energy (spin up / spin down) = -9.548 / -9.928 eV
total energy = -23560.7387 eV

Structure (ORCA input):
```
! RIJCOSX wB97M-V def2-TZVPD def2/J DEFGRID3
* xyz 0 3
C -0.4644 -0.3817 -0.0348
C 0.2871 0.8357 0.3732
N -0.2199 -1.3914 1.0029
N -0.0166 -1.1499 2.2435
N -0.3039 1.9512 0.8505
O 0.4134 2.7872 1.3540
O -1.4873 2.0540 0.6610
O 0.4790 -0.1852 2.8417
S -0.6708 -2.5794 2.8410
H -1.5676 -0.1753 0.1735
H -0.2109 -0.9278 -0.8967
H 1.3822 0.8777 0.0912
*
```

---

No. 5
Entry from the Open Molecules 2025 dataset: a structure of composition C2H3N3OS at a distorted geometry (ωB97M-V with the def2-TZVPD basis set).

## Properties
HOMO energy = -8.885 eV
total energy = -19471.3119 eV

Structure (ORCA input):
```
! RIJCOSX wB97M-V def2-TZVPD def2/J DEFGRID3
* xyz 0 1
C 0.7131 0.5973 0.4954
C 1.2959 1.3118 -0.6865
H 1.6707 0.7167 2.1841
H 1.8919 2.1448 -0.6448
H -2.5152 -1.1444 -0.2487
N 0.2514 1.0799 -1.7036
N -0.5140 0.1913 -1.4723
N -0.2956 -0.1343 -0.1275
O 0.9243 0.2707 1.7787
S -1.0368 -1.4560 0.5469
*
```

---

No. 6
Entry from the Open Molecules 2025 dataset: an isolated molecule of C2H3N3OS at a distorted geometry (ωB97M-V with the def2-TZVPD basis set).

## Properties
HOMO energy = -7.979 eV
total energy = -19472.5967 eV

Structure (ORCA input):
```
! RIJCOSX wB97M-V def2-TZVPD def2/J DEFGRID3
* xyz 0 1
O -1.9924 -1.0586 -0.1831
C -0.8011 -0.3385 0.0521
N 0.3808 -1.0567 0.2983
C 1.3152 -0.2234 0.2333
S 2.9116 -0.5711 -0.1334
N 0.6951 1.0472 0.2430
N -0.5972 0.8340 -0.1551
H -1.6299 -2.0736 0.1331
H 1.0813 1.7473 -0.4495
H -1.3633 1.6934 -0.0386
*
```

---

No. 7
Entry from the Open Molecules 2025 dataset: an isolated molecule of C2H3N3S at a distorted geometry (ωB97M-V with the def2-TZVPD basis set).

## Properties
HOMO energy (spin up / spin down) = -8.167 / -8.168 eV
total energy = -17425.3289 eV

Structure (ORCA input):
```
! RIJCOSX wB97M-V def2-TZVPD def2/J DEFGRID3
* xyz 0 1
S 3.5477 -0.2359 -0.0330
N 1.9781 0.3273 0.0720
N 1.4355 1.4555 0.0850
C 0.0924 1.2283 -0.0510
C -0.2156 -0.0715 -0.1298
N 1.0417 -0.7093 0.0760
H -0.5278 2.1213 0.0300
H -1.1570 -0.5848 0.0288
H 1.6305 -1.4871 -0.0734
*
```

---

No. 8
Entry from the Open Molecules 2025 dataset: an isolated molecule of C2H3N3S at a distorted geometry (ωB97M-V with the def2-TZVPD basis set).

## Properties
HOMO energy = -7.595 eV
total energy = -17423.1312 eV

Structure (ORCA input):
```
! RIJCOSX wB97M-V def2-TZVPD def2/J DEFGRID3
* xyz 0 1
H -3.0723 0.2516 -0.4046
N -2.2532 0.8271 -0.2385
N -1.3551 -0.0465 -0.1910
N -0.1513 0.5105 0.1951
C 0.9310 -0.1287 0.2181
C 1.6876 -1.1708 0.0911
S 2.6331 0.4132 -0.2052
H -0.3764 1.4739 0.6883
H 1.9566 -2.1303 -0.1532
*
```

---

No. 9
Entry from the Open Molecules 2025 dataset: an isolated molecule of C2H3N3S2 at a distorted geometry (ωB97M-V with the def2-TZVPD basis set).

## Properties
HOMO energy = -8.415 eV
total energy = -28261.6503 eV

Structure (ORCA input):
```
! RIJCOSX wB97M-V def2-TZVPD def2/J DEFGRID3
* xyz 0 1
S 2.7005 -0.4972 -0.1473
C 1.0775 0.0191 -0.0480
N 0.5715 1.2208 0.0079
N -0.7121 1.1801 -0.1762
C -1.1528 -0.0756 -0.1147
S -2.8292 -0.5073 -0.1745
N 0.0890 -0.8944 0.0390
H 3.2383 0.7418 -0.2876
H -3.1738 0.7433 0.5786
H 0.1912 -1.9307 0.3230
*
```

---

No. 10
Entry from the Open Molecules 2025 dataset: an isolated molecule of C2H3N3S2 at a distorted geometry (ωB97M-V with the def2-TZVPD basis set).

## Properties
HOMO energy = -8.875 eV
total energy = -28260.4062 eV

Structure (ORCA input):
```
! RIJCOSX wB97M-V def2-TZVPD def2/J DEFGRID3
* xyz 0 1
S -2.0825 -0.5689 0.9252
C -0.2654 -0.5535 0.4218
N 0.4204 -1.6416 -0.2718
N 1.4532 -1.2070 -0.8979
N 1.3894 0.2040 -0.8878
C 0.3066 0.5584 -0.1041
S 0.0813 2.3827 -0.0495
H -2.5004 -1.9501 0.9246
H 2.1573 0.8598 -0.9775
H -0.9599 1.9161 0.9172
*
```

---

No. 11
Entry from the Open Molecules 2025 dataset: an isolated molecule of C2H3N3S2 at a distorted geometry (ωB97M-V with the def2-TZVPD basis set).

## Properties
HOMO energy = -9.070 eV
total energy = -28261.9712 eV

Structure (ORCA input):
```
! RIJCOSX wB97M-V def2-TZVPD def2/J DEFGRID3
* xyz 0 1
H -1.2984 2.5785 0.6268
N -0.3186 2.2391 0.6633
C -0.2234 1.0342 0.2806
N 0.9659 0.3322 0.3467
S 1.4027 -0.7796 -0.8419
C 0.1092 -1.8931 -0.5938
N -1.1025 -1.5672 -0.3285
S -1.6116 0.0523 -0.2569
H 1.7264 0.9521 0.7621
H 0.3503 -2.9485 -0.6583
*
```

---

No. 12
Entry from the Open Molecules 2025 dataset: the ion C2H3N4 with charge -1 at a distorted geometry (ωB97M-V with the def2-TZVPD basis set).

## Properties
HOMO energy = -4.563 eV
total energy = -8082.6649 eV

Structure (ORCA input):
```
! RIJCOSX wB97M-V def2-TZVPD def2/J DEFGRID3
* xyz -1 1
C 0.0002 0.2355 0.0503
C 0.1765 -1.4486 0.0889
N 0.9409 1.0823 -0.3912
N -1.1313 0.8856 0.2534
N 0.3534 2.2765 -0.3794
N -0.8927 2.1542 -0.0244
H 0.1537 -1.6761 -0.9081
H 1.1493 -1.6032 0.6715
H -0.7499 -1.9062 0.6390
*
```

---

Look up the total energy of the first one. -10681.3394 eV

---

Look up the total energy of the second one. -12727.4022 eV

---

total energy of number 3 (C2H3N3O3)? -12729.5965 eV